Entry 1:
ORCA calculation (ωB97M-V with the def2-TZVPD basis set) on a single C5H9OPS molecule in a non-equilibrium geometry.

CARTESIAN COORDINATES (ANGSTROEM)
S  1.41195  -1.78064  0.41880
P  0.96954  0.30889  0.60736
O  2.10631  1.15079  -0.26802
C  -2.36045  -0.50389  0.36051
C  -0.25848  0.28013  -0.74931
C  -3.66841  -0.78969  0.32221
C  -1.53668  0.00470  -0.71214
C  3.48959  1.21577  -0.07472
H  -2.18320  -0.01264  -1.63633
H  -4.15668  -0.91236  -0.57335
H  4.05982  0.33314  -0.31049
H  -4.10941  -0.99669  1.26936
H  3.76450  1.46786  0.90779
H  0.60023  -2.11331  1.55125
H  -1.89609  -0.25913  1.29035
H  0.11169  0.50246  -1.70734
H  3.65576  2.10459  -0.69592

For the largest force on an atom, the calculation gives 0.07360 hartree/bohr. Its charge is 0. Its spin multiplicity is 1. As for the energy relative to the best compared isomer or geometry (same formula, charge and spin): 44.5 kcal per mole. For the highest occupied orbital energy, the calculation gives -8.60 eV. As for the frontier orbital gap: 9.1 eV. The structure (SMILES) is C=C/C=C\P(S)OC.

---

Entry 2:
ORCA calculation (ωB97M-V with the def2-TZVPD basis set) on 2 unconnected molecules or ions with the total composition C5HBr3N2 in a non-equilibrium geometry.

CARTESIAN COORDINATES (ANGSTROEM)
Br  -0.88448  -2.05277  -1.42375
Br  2.75785  -2.71974  2.02337
Br  4.26254  0.10615  -1.51426
N  2.48247  3.60129  2.09588
N  1.21446  -1.43775  0.16045
C  2.62854  2.66274  1.40572
C  2.19414  -2.13325  0.34748
C  2.97365  1.72521  0.58862
C  3.64616  1.03930  -0.15862
C  0.27295  -0.92860  -0.53289
H  0.27668  0.08924  -0.57480

For the largest force on an atom, the calculation gives 0.14425 hartree/bohr. Its charge is 0. Its spin multiplicity is 3. As for the energy relative to the best compared isomer or geometry (same formula, charge and spin): 46.8 kcal per mole. For the highest occupied orbital energy (spin up / spin down), the calculation gives -6.67 / -10.41 eV. As for the frontier orbital gap (spin up / spin down): 6.4 / 8.2 eV. As for the expectation value of S²: 2.018.

---

Entry 3:
ORCA calculation (ωB97M-V with the def2-TZVPD basis set) on 10 unconnected molecules or ions with the total composition C60H112N4O22 in a non-equilibrium geometry.

CARTESIAN COORDINATES (ANGSTROEM)
O  2.66887  3.30814  4.09241
O  -3.91881  -4.57295  3.11005
O  -3.28943  8.04134  -2.65449
O  -5.35330  4.71074  3.36412
O  5.40312  -1.69792  5.12296
O  -2.34506  -5.59225  4.26095
O  3.40130  -1.73442  -4.93693
O  4.42886  -0.44113  -6.39483
O  7.53754  2.29793  -2.64120
O  9.16094  1.54317  -4.05427
O  4.30528  -1.31292  7.05767
O  -4.32962  -6.59564  4.05142
O  -2.03549  -2.44343  -5.67309
O  -3.58050  5.87422  -2.42284
O  -4.24507  6.87902  -4.33032
O  3.79611  -7.34855  -0.15956
O  7.53373  0.22886  -3.31384
O  2.58985  -1.17746  0.49453
O  3.17402  -1.51788  5.18612
O  2.83003  4.19275  2.02952
O  3.48074  5.38198  3.74208
O  3.01418  0.50594  -4.94321
N  2.52905  -6.75037  -0.01365
N  -2.78946  -1.31213  -6.06686
N  -5.43857  3.59196  4.22556
N  1.79579  -0.01789  0.61201
C  -5.26815  2.37694  6.87006
C  -3.13022  6.27175  -1.13911
C  6.42666  1.74063  -1.88946
C  -3.34287  2.58124  3.58818
C  2.15497  -1.45100  6.18155
C  0.46865  1.47734  2.04547
C  2.57834  5.97337  0.45033
C  3.48185  -4.88311  1.22738
C  -3.13640  -2.36641  3.00468
C  4.54122  -2.45423  -5.38255
C  -1.74893  -4.36427  3.87538
C  -3.71443  6.92501  -3.27373
C  0.02387  -0.95689  -0.99561
C  2.97059  -1.53523  7.48370
C  0.56186  -1.01352  2.53267
C  1.49693  -8.93788  -0.23532
C  0.98376  0.17086  -0.60028
C  4.73312  -1.82043  -6.75054
C  1.23431  -4.66167  0.33587
C  6.33081  0.38135  -2.60432
C  1.68997  -7.51424  -2.28109
C  -1.16014  -0.52002  -7.83318
C  -2.95723  -2.14022  -8.33438
C  0.13307  -5.30195  -0.49683
C  -2.70772  -3.82591  2.84161
C  2.60302  -5.30660  0.03194
C  -2.59999  -0.92374  -7.45728
C  2.59262  -0.46494  8.49957
C  3.23263  -4.58791  -1.19339
C  -6.65654  5.15968  5.94326
C  1.91223  0.46722  -1.76049
C  1.48901  -7.47300  -0.74995
C  -2.85199  7.78175  -1.32667
C  4.38828  -1.54003  5.71607
C  -1.87875  5.45460  -0.80751
C  -3.61400  0.12402  -7.80961
C  -3.76463  1.28886  -6.86989
C  -4.13965  2.14849  5.83328
C  -1.33404  0.24256  -4.79689
C  5.27867  2.69747  -2.18731
C  3.53342  -0.45339  -5.40261
C  2.58701  0.41930  2.81774
C  -6.53651  3.81038  5.18563
C  -7.82263  3.71279  4.35262
C  6.17732  -1.76119  -7.24938
C  -2.78007  -0.27905  -5.01915
C  -3.36233  -0.89302  -3.72981
C  8.18815  1.40262  -3.38706
C  3.50008  5.25897  1.39249
C  -3.60987  -5.68320  3.79182
C  -3.35439  4.46977  5.30816
C  -6.60637  2.59722  6.12528
C  4.02894  6.05140  2.62366
C  0.13905  1.43853  -0.40780
C  1.32814  0.19831  1.97934
C  -0.55854  1.62445  0.92595
C  2.92734  4.19464  3.33824
C  -3.77561  0.86612  -5.40089
C  -4.10269  3.25318  4.73238
C  0.15000  -6.82544  -0.34864
H  -6.69582  5.92982  5.17177
H  5.11391  6.12811  2.59460
H  1.48093  -2.29629  6.06136
H  3.07101  -5.15319  2.20313
H  1.89697  -8.99879  0.77911
H  4.29674  -3.51421  -5.46105
H  1.67050  -6.46779  -2.58332
H  -7.56446  5.12130  6.53673
H  2.12535  -9.59941  -0.83405
H  -6.83925  1.71075  5.53372
H  -0.96843  5.79583  -1.29107
H  -1.80546  5.41551  0.28476
H  -0.40909  -1.22472  2.08284
H  -2.36636  2.23699  3.94132
H  -0.72205  -4.51974  3.54924
H  0.93900  -8.08482  -2.82544
H  -2.72886  -3.04706  -5.38817
H  -0.63539  1.57249  -1.16880
H  1.36944  0.90834  -2.60084
H  -0.36516  -1.06903  -7.32011
H  -4.01109  -2.19387  2.37620
H  -5.52683  4.35352  2.48656
H  1.58265  -0.53839  8.91190
H  0.32890  -0.72355  3.56364
H  6.75123  -1.19324  -6.51380
H  2.36728  -0.46955  -2.09456
H  -2.25135  -2.95563  -8.13912
H  -2.07039  4.39941  -1.01188
H  -7.81596  4.22485  3.38693
H  -1.72665  -3.69690  4.74481
H  1.98022  5.24756  -0.10382
H  -0.12155  -7.17407  0.64957
H  6.04009  -0.44482  -1.94932
H  -3.14143  3.20103  2.71053
H  2.65069  -4.69689  -2.11238
H  5.50354  0.30922  -3.32118
H  -3.95299  4.84908  6.13273
H  3.60131  7.05424  2.55654
H  6.76210  1.73506  -0.85410
H  -1.09836  1.07203  -5.46085
H  -4.76873  0.47228  -5.17026
H  4.34601  4.88063  0.81063
H  -3.40354  -2.06652  4.01581
H  2.71057  1.20417  -1.64786
H  1.19533  -1.89997  2.51934
H  -0.13740  1.29557  2.94246
H  -2.40040  -4.10868  1.83211
H  3.18855  -0.40839  9.40941
H  3.62814  -3.80038  1.28041
H  -3.59758  1.71725  -4.74304
H  6.64141  -2.74024  -7.35409
H  -0.61036  -7.18610  -1.04762
H  0.80685  2.30774  -0.47939
H  0.98309  -4.78013  1.39142
H  -2.89675  -1.88842  -9.39087
H  -2.95075  2.01411  -6.99710
H  -4.62537  -0.30535  -7.87312
H  4.25174  -4.89590  -1.42173
H  -4.67882  1.88073  -6.95109
H  -2.70570  -1.70394  -3.41210
H  -0.18692  -1.01151  -2.06493
H  -5.78302  5.39757  6.54870
H  -2.38620  -1.67618  2.61622
H  -0.56071  -0.51320  -4.91240
H  -0.95642  -0.85534  -0.52511
H  1.27919  -3.61029  0.05621
H  2.31299  0.65580  3.84443
H  4.40021  2.52029  -1.56289
H  5.40730  -2.39439  -4.71945
H  -3.97563  6.08709  -0.47380
H  1.01664  2.39190  2.25419
H  -5.28659  1.50783  7.53006
H  -7.40812  2.72573  6.85376
H  -1.78945  7.98458  -1.19989
H  3.21244  -0.47054  2.80155
H  -8.03920  2.69419  4.01668
H  0.51408  -9.41211  -0.20471
H  -3.88097  1.69436  3.24988
H  -3.44929  8.41077  -0.66991
H  -3.22002  2.26669  6.40706
H  0.48538  -1.90789  -0.72004
H  -2.34326  4.14382  5.55845
H  5.55927  3.73931  -2.04040
H  -3.88541  -2.63920  -8.04850
H  -0.84346  -4.87353  -0.26335
H  -4.27287  1.13642  5.45889
H  2.85502  -2.55644  7.85645
H  4.50931  -5.25517  1.19593
H  2.64473  -8.00860  -2.45796
H  1.65235  -0.49641  6.01303
H  1.91461  6.66744  0.97270
H  -3.19186  5.31186  4.63423
H  -3.47049  -0.09642  -2.99472
H  6.28674  -1.16346  -8.15316
H  3.08316  6.56379  -0.31562
H  -4.34308  -1.33092  -3.91860
H  -1.36161  0.88567  1.01659
H  -8.68381  4.07968  4.91193
H  -3.52039  0.33139  -8.88122
H  -0.95393  0.53336  -7.63450
H  -0.87616  -0.71397  -8.87150
H  0.31089  -5.12196  -1.56196
H  -0.98879  2.62373  1.01306
H  3.18909  -3.52353  -0.95419
H  3.98108  -7.71245  0.71290
H  3.10937  1.25537  2.35484
H  3.46442  -0.84304  0.26459
H  2.64056  0.47102  7.93995
H  3.99590  -2.13536  -7.48687
H  4.93549  2.57197  -3.21416
H  -5.11752  3.23558  7.52831
H  -1.35156  0.57967  -3.75605

For the largest force on an atom, the calculation gives 0.04399 hartree/bohr. Its charge is 0. Its spin multiplicity is 1. For the highest occupied orbital energy, the calculation gives -8.27 eV. As for the frontier orbital gap: 8.2 eV. The structure (SMILES) is CC1(C)CCCC(C)(C)N1O.CC1(C)CCCC(C)(C)N1O.CC1(C)CCCC(C)(C)N1O.CC1(C)CCCC(C)(C)N1O.C[C@H]1COC(=O)O1.C[C@H]1COC(=O)O1.C[C@H]1COC(=O)O1.C[C@H]1COC(=O)O1.C[C@H]1COC(=O)O1.C[C@H]1COC(=O)O1.

---

Entry 4:
ORCA calculation (ωB97M-V with the def2-TZVPD basis set) on 13 unconnected molecules or ions with the total composition C60H115N9O17 in a non-equilibrium geometry.

CARTESIAN COORDINATES (ANGSTROEM)
O  2.87920  8.80383  5.25698
O  2.94823  5.17957  1.34748
O  -4.22483  5.81345  -2.78111
O  -6.05928  -0.63312  3.59377
O  -0.79943  -7.38736  -4.52134
O  1.39286  1.12993  3.38566
O  2.37353  8.54744  -3.29999
O  7.06921  2.92877  2.75051
O  -3.21171  2.37107  2.28331
O  -2.59113  -3.07021  5.53084
O  0.00380  1.24654  -0.59551
O  -0.30352  6.47288  3.94774
O  -4.53651  -6.60883  0.67564
O  1.06531  3.51845  -3.28637
O  1.77353  -4.29639  -2.48178
O  3.94211  -0.43771  -2.92833
O  -7.97146  -2.77048  -0.88514
N  3.81595  -1.19649  2.08031
N  2.82890  -2.95423  -4.87036
N  -2.83232  -0.61287  2.74468
N  6.71019  -1.17278  -2.30272
N  -1.60121  3.52725  -1.64851
N  -2.10295  -5.64698  -0.05833
N  -3.84698  -6.13633  -2.65877
N  6.30516  0.96627  0.89148
N  -2.49309  -0.47043  -0.66160
C  -2.98997  -5.29792  -4.88220
C  1.65686  4.56732  -3.41398
C  5.70195  -2.65851  -0.61288
C  -1.72692  -0.42470  4.92047
C  4.22866  -0.99130  -1.70756
C  -1.08847  -0.21651  -2.66799
C  -5.53268  6.06726  -2.59485
C  -5.63475  -1.15142  1.36382
C  -6.07760  -1.71428  0.22414
C  -1.52147  3.92684  1.73821
C  1.27445  -4.58801  -1.15678
C  5.97975  3.20932  1.83336
C  0.54343  -7.69474  -4.05662
C  -5.83617  -6.88429  0.22290
C  -3.66001  4.80139  -2.04081
C  1.23217  -3.08639  -2.99684
C  1.76181  -1.67870  3.37941
C  2.41869  8.27229  2.88336
C  2.30526  7.34346  -3.38469
C  -2.52620  3.31073  2.67236
C  2.46047  5.13816  -2.30847
C  -7.51715  -2.25370  0.11363
C  -1.16964  -0.68084  -1.20782
C  6.79373  3.44247  4.03454
C  1.07595  1.78544  0.06413
C  2.98081  5.98563  2.25740
C  -8.43522  -2.04118  1.31599
C  -3.03302  -2.42602  4.34144
C  6.20730  2.31991  0.56326
C  1.43518  -2.97088  -4.52826
C  3.31295  6.60632  4.60160
C  -0.88094  5.45895  3.57179
C  -2.28601  4.38526  -2.61899
C  5.12778  2.61752  -0.46150
C  2.54266  7.34898  1.95399
C  -1.52305  -6.78690  -3.48219
C  2.83308  0.38623  -2.98731
C  1.41338  2.27183  4.25120
C  3.35884  5.64780  3.67173
C  -2.76532  3.87195  4.00789
C  -6.48523  -1.09582  2.59050
C  -2.57364  -3.44099  0.83365
C  -0.00073  -0.15498  -0.43462
C  1.50117  6.71180  -4.57666
C  2.63828  0.71463  2.96198
C  1.25499  5.39698  -4.62534
C  -1.46442  -4.01955  5.42553
C  -4.37431  -5.13871  0.77023
C  -2.18375  -1.31877  3.78857
C  -0.69345  4.91385  2.18955
C  5.48197  -1.85940  -1.90691
C  2.77505  6.42886  -2.24922
C  -3.00280  -6.40358  -3.90397
C  -2.42628  3.73543  -3.99982
C  -7.91883  -1.60881  2.46000
C  0.70183  -4.04457  -5.28729
C  -2.86962  -4.94256  0.99679
C  -1.90345  4.82794  4.48245
C  2.88442  7.98431  4.34178
C  2.53572  -0.69512  2.44681
H  -2.53019  -4.38607  -4.46935
H  -2.50800  -3.26837  -0.24017
H  -3.69002  -0.17278  3.02758
H  1.19065  -1.95777  -4.80500
H  -3.72055  -6.91785  -2.04817
H  -3.36853  -7.40738  -4.36823
H  -1.75953  -0.79106  -3.27827
H  1.26819  -4.98928  -5.13977
H  -1.94848  5.23571  5.45950
H  4.56817  -0.24062  -0.97643
H  -6.28684  5.26136  -2.95303
H  1.79599  3.21361  3.81851
H  5.18891  3.58104  -0.88908
H  -6.12933  -6.29792  -0.71410
H  -0.36276  -4.19157  -5.09000
H  -2.58400  2.67782  -3.82039
H  3.28880  6.87856  -1.39682
H  -1.49867  -4.60143  6.33701
H  4.08208  2.48597  0.01890
H  1.01386  -6.77163  -3.61616
H  0.14227  -3.07295  -2.77440
H  3.42603  0.69036  3.74287
H  3.21045  -3.89255  -4.82822
H  0.20766  -4.58085  -1.16848
H  -2.62984  -5.37999  -0.94355
H  3.68615  4.67977  3.98019
H  -5.80300  6.34046  -1.58467
H  0.40533  2.36349  4.64556
H  7.06089  -0.66140  -1.46343
H  -1.35130  -1.83266  3.32363
H  -1.60465  -4.73080  4.60502
H  1.53148  -5.63967  -0.91978
H  -1.54963  -7.52712  -2.64164
H  1.90788  -0.58450  1.55983
H  -3.43259  5.12629  -1.00040
H  2.78832  4.40321  -1.60958
H  7.25333  2.70315  0.18084
H  -0.73093  3.18103  -2.07036
H  1.12808  2.86417  -0.13032
H  3.13642  1.46474  -2.87418
H  -1.75070  5.32303  -2.64062
H  2.06693  2.01430  5.11042
H  3.60150  6.34655  5.60180
H  -2.18456  0.08755  2.46219
H  5.08075  1.76728  -1.14719
H  -6.58703  -6.66323  0.94814
H  5.35529  0.60858  1.03298
H  2.06910  1.37929  -0.35351
H  4.51093  -1.28486  2.76112
H  2.38223  7.53884  0.91907
H  -5.82201  -7.88943  -0.07634
H  1.87031  -2.70238  3.03622
H  -4.62151  -0.87206  1.44748
H  6.03954  -2.07572  0.24297
H  -1.38975  -1.07548  5.76538
H  -3.38673  -2.83949  1.25582
H  3.51800  -2.28695  -4.51128
H  4.93405  -3.34787  -0.36115
H  -2.58885  0.14070  5.23401
H  2.20244  -1.69056  4.35884
H  -0.96839  0.32696  4.58432
H  -5.42339  -1.87583  -0.60357
H  2.44012  0.28944  -3.99939
H  -3.99645  -2.00779  4.63165
H  0.40821  -8.48611  -3.33013
H  6.52064  -0.48070  -3.01098
H  6.02766  4.29913  1.54087
H  -0.19270  -0.47679  0.60212
H  -1.46332  3.61487  0.71591
H  2.08150  9.26034  2.68327
H  0.68082  -1.40927  3.42881
H  3.77883  -2.07477  1.61334
H  -2.23913  -6.64123  0.03190
H  0.97830  -0.55166  -0.72821
H  -0.53831  -3.43596  5.36502
H  1.73980  -2.27509  -2.45959
H  0.96049  1.65250  1.12325
H  -3.48745  3.42031  4.59254
H  -5.73289  6.96314  -3.19104
H  1.06207  7.41939  -5.27208
H  5.29458  -2.62851  -2.65812
H  3.39740  -1.51781  -1.24986
H  -9.43676  -2.40127  1.18631
H  -2.24424  2.76690  -1.45749
H  7.67837  3.17148  4.57509
H  -1.62486  -3.14978  1.40110
H  -1.47740  3.92660  -4.58572
H  -2.52693  -5.60035  -5.83966
H  0.81510  -3.89786  -6.35611
H  -4.31326  3.94119  -2.07314
H  0.10606  5.38422  1.62118
H  -3.19436  -3.18617  3.55998
H  -2.62240  -1.12176  0.15205
H  -2.63355  0.45200  -0.27077
H  -4.69521  -4.75242  -0.22175
H  5.07386  3.02698  2.37680
H  -1.44405  0.82949  -2.68386
H  6.55935  -3.34712  -0.72724
H  -3.25857  4.19552  -4.54042
H  0.72970  4.93958  -5.48664
H  -5.05693  -4.67466  1.49081
H  6.71306  4.50216  4.08738
H  -1.01323  -1.76035  -1.16705
H  2.04179  0.00004  -2.28371
H  6.82319  0.96342  1.77416
H  -0.98634  -5.84485  -3.06602
H  -2.54914  -5.23634  1.99766
H  -8.51112  -1.46499  3.34666
H  2.87669  1.44184  2.20810
H  1.16010  -8.02889  -4.91860
H  -4.79527  -6.30154  -2.99673
H  -4.00433  -5.08849  -5.15286
H  5.95954  2.96260  4.47824
H  1.64460  -3.83812  -0.40672
H  -0.06492  -0.24723  -3.09230

For the largest force on an atom, the calculation gives 0.08161 hartree/bohr. Its charge is 0. Its spin multiplicity is 1. For the highest occupied orbital energy, the calculation gives -8.46 eV. As for the frontier orbital gap: 6.6 eV.